Formula: C10H19N
Source: the OMol25 dataset
Level of theory: ωB97M-V with the def2-TZVPD basis set

Results
* M: 153.27 g/mol
* structure (SMILES): CC(C)C12CCN(CC1)CC2
* relative energy (zero: lowest compared OMol25 entry of this formula, charge and spin): 1.501 eV
* LUMO energy: 0.974 eV
* HOMO: -7.80 eV
* spin multiplicity: 1

Geometry (Å):
C -1.15577 0.64479 2.41250
C -1.53034 -0.01206 0.99927
C -2.47037 1.02116 0.28696
C -0.19628 -0.18634 0.08030
C -0.43540 -1.01960 -1.19241
C 0.92944 -1.29264 -1.94062
N 1.94463 -0.51889 -1.25287
C 2.26403 -0.96405 0.10496
C 0.99298 -0.78121 0.93916
C 1.64476 0.90508 -1.23004
C 0.32250 1.11195 -0.53240
H -0.52800 1.41280 2.14345
H -2.06467 1.05856 2.89720
H -0.75767 -0.05578 3.02563
H -2.01181 -1.04498 1.18619
H -2.08402 2.00081 0.41357
H -3.38707 1.05087 0.79898
H -2.82570 0.83170 -0.71787
H -1.09079 -0.44688 -1.90907
H -1.02327 -2.04101 -1.10284
H 1.02631 -2.35441 -1.87734
H 0.76647 -0.89580 -2.94070
H 3.07536 -0.51043 0.56558
H 2.51396 -1.98898 0.02553
H 1.14540 -0.01991 1.70996
H 0.75836 -1.76192 1.24121
H 1.58108 1.28366 -2.18526
H 2.57797 1.37644 -0.83719
H -0.38721 1.29291 -1.34708
H 0.40513 1.90417 0.23522